The following is a quantum chemistry calculation of a cluster of 2 separate species, C3H9NO in total, from the Open Molecules 2025 dataset.

The geometry in ORCA input format:
```
! RIJCOSX wB97M-V def2-TZVPD def2/J DEFGRID3
* xyz 0 1
C 0.75225 0.83229 3.95869
N 1.68843 0.52140 3.18036
H -0.14212 0.21437 3.96634
H 0.80292 1.68497 4.63460
H 2.59057 0.95167 3.36715
C -0.38632 -0.09104 -1.20534
C -0.97359 -0.69073 -2.45693
O -0.11032 -0.41882 -3.55819
H -0.66764 0.95494 -1.10175
H -0.79892 -0.60334 -0.36202
H 0.67763 -0.28584 -1.09823
H -1.99482 -0.36346 -2.67511
H -1.05246 -1.77861 -2.32942
H -0.38560 -0.92778 -4.32014
*
```

Properties
ΔE to the lowest compared entry with this formula, charge and spin (kcal per mole): 45.79
Energy (Ha): -249.64072
Lowest unoccupied orbital energy (eV): 1.1
SMILES: C=N.CCO
Gap between HOMO and LUMO (eV): 11.004
Molar mass (g/mol): 75.11
Max |F| (eV Å⁻¹): 1.33



The following is a quantum chemistry calculation of a cluster of 2 separate species, C3H9NO in total, from the Open Molecules 2025 dataset.

The geometry in ORCA input format:
```
! RIJCOSX wB97M-V def2-TZVPD def2/J DEFGRID3
* xyz 0 1
C 2.98550 -1.38816 -2.36679
C 2.20300 -0.79898 -1.23062
O 1.74364 0.32038 -1.27667
H 3.55475 -0.63424 -2.90143
H 2.26826 -1.84160 -3.06024
H 3.70319 -2.17878 -2.14868
H 2.17432 -1.30788 -0.25878
C -3.22250 1.44651 2.71225
N -3.12222 0.37400 1.74504
H -3.44143 2.41499 2.26100
H -2.41360 1.41819 3.42876
H -4.08187 1.27848 3.38862
H -3.65900 0.49947 0.89230
H -2.17296 0.06111 1.58912
*
```

Properties
ΔE to the lowest compared entry with this formula, charge and spin (kcal per mole): 36.95
Energy (Ha): -249.65480
Lowest unoccupied orbital energy (eV): 1.0
SMILES: CC=O.CN
Gap between HOMO and LUMO (eV): 9.701
Molar mass (g/mol): 75.11
Max |F| (eV Å⁻¹): 1.66



The following is a quantum chemistry calculation of a cluster of 2 separate species, C3H9NO in total, from the Open Molecules 2025 dataset.

The geometry in ORCA input format:
```
! RIJCOSX wB97M-V def2-TZVPD def2/J DEFGRID3
* xyz 0 1
C -0.48053 -0.93988 -0.63434
C 0.32658 0.05076 -0.66953
C 0.22668 1.29894 0.07058
N 1.44226 0.13679 -1.65663
H -0.61066 -1.80179 -1.27181
H -1.31496 -1.00293 0.01867
H -0.11261 2.15270 -0.62552
H 1.13963 1.75834 0.52785
H -0.31336 1.15331 1.02037
H 1.32642 0.95843 -2.15826
H 1.63710 -0.69444 -2.16623
O -1.12372 -0.59274 2.39028
H -0.95372 -1.41189 1.84585
H -1.18912 -1.06560 3.30872
*
```

Properties
ΔE to the lowest compared entry with this formula, charge and spin (kcal per mole): 46.09
Energy (Ha): -249.64025
Lowest unoccupied orbital energy (eV): 0.8
SMILES: C=C(C)N.O
Gap between HOMO and LUMO (eV): 9.462
Molar mass (g/mol): 75.11
Max |F| (eV Å⁻¹): 5.41